C20H18F6FeN4O4 | ωB97M-V with the def2-TZVPD basis set

Computed properties:
- <S²>: 6.008
- Molar mass: 548.221 g/mol
- HOMO (alpha / beta): -9.0 / -8.9 eV
- LUMO (alpha / beta): 0.32 / 0.29 eV
- Total energy: -3155.9616 hartree
- Multiplicity: 5

The geometry in XYZ format:
```
53
Properties=species:S:1:pos:R:3:forces:R:3:lowdin_charge:R:1
C -3.150629 0.914418 4.288642 0.044 -0.011 -0.018 -0.076
F -0.488456 -2.533765 0.421500 0.015 -0.067 -0.067 0.109
F -2.096875 -3.851983 -0.156250 -0.138 -0.024 -0.036 0.169
C -1.857577 -1.793518 -2.129023 0.135 0.194 -0.054 -0.550
H 1.405850 3.547055 3.609703 0.002 0.002 0.010 0.102
N 3.379166 2.272638 -0.497246 0.921 -0.452 0.005 0.212
O -1.758652 -0.301195 -0.302185 0.589 -0.004 -0.213 -0.183
C -2.006893 0.645600 3.547326 0.000 0.007 0.016 -0.018
N 4.326366 0.178973 -0.056623 0.569 -0.647 0.044 0.129
C 3.103686 2.689364 4.582549 0.008 0.018 0.001 -0.074
H -4.189468 -1.246735 0.351315 -0.035 0.008 -0.011 0.096
N 5.671902 1.979183 -0.413194 0.165 -0.084 0.029 0.176
N 2.142718 -0.922336 -0.126918 -0.653 -0.214 -0.324 0.131
C -1.081318 1.645651 3.254523 -0.075 -0.076 0.002 -0.098
C -1.347777 2.932696 3.721739 -0.002 0.013 0.012 -0.018
C -2.490191 3.200974 4.458898 -0.025 0.008 0.020 -0.068
F -2.361510 -2.471177 1.478969 -0.063 0.059 0.069 0.147
H 2.447614 1.936018 -0.252049 -0.357 0.288 0.017 0.049
H -4.262600 -2.419489 -0.991030 -0.060 0.030 0.025 0.100
H 5.828245 2.950668 -0.603080 -0.023 -0.002 0.015 0.111
C 0.443080 2.326799 1.276847 -0.304 -0.217 0.604 -0.526
H -4.210128 -0.667978 -1.321227 -0.029 -0.013 0.004 0.099
C -3.860994 -1.460331 -0.662808 0.106 0.114 -0.024 0.027
H -3.844801 0.109049 4.492211 -0.015 0.027 0.010 0.104
C 0.197172 1.332402 2.475051 0.223 0.285 -0.210 -0.273
H -4.294841 2.403886 5.321088 0.023 0.027 0.006 0.101
H 4.750147 1.581053 5.412684 -0.028 0.023 0.016 0.100
O 0.811424 1.759457 0.178907 -0.191 -0.126 -0.478 -0.135
C -3.399101 2.195214 4.750476 -0.004 -0.085 -0.021 -0.089
O 0.138418 0.027325 1.897370 -0.092 0.181 0.203 -0.083
F -2.220300 -2.981285 -2.612817 -0.046 -0.054 0.028 0.168
H -1.896712 -0.374853 3.198662 -0.011 0.030 -0.038 0.100
C -1.834166 -2.608877 0.251226 0.118 0.125 0.143 -0.546
H -2.675069 4.210490 4.804155 0.022 -0.001 -0.024 0.105
H 3.912928 -0.592096 4.563213 0.010 0.023 0.005 0.103
F -2.283894 -0.864307 -2.986529 -0.078 0.065 -0.003 0.165
Fe 0.198558 -0.126157 -0.294925 -0.520 0.037 1.012 0.915
C 1.932910 2.633910 3.841388 0.005 -0.009 0.012 -0.021
C 1.460284 1.416882 3.353303 0.067 -0.093 -0.009 -0.113
H 1.860206 -0.691003 3.240234 0.023 0.007 -0.013 0.111
C 3.363170 0.320699 4.370192 -0.063 0.012 -0.023 -0.079
O 0.350119 3.519364 1.477748 0.190 -0.047 -0.259 0.080
C 3.174942 -0.395355 -0.093166 0.118 0.486 -0.002 -0.299
C 4.438086 1.463231 -0.315355 -0.712 0.896 -0.135 -0.481
H -0.679521 3.739906 3.472795 0.016 -0.002 0.020 0.098
H 3.460562 3.644839 4.946843 -0.026 0.001 -0.012 0.103
C -2.336857 -1.470118 -0.687706 0.236 -0.564 -0.203 -0.485
C 3.827793 1.535598 4.847384 0.001 -0.078 -0.007 -0.095
H 6.457101 1.358107 -0.341591 -0.015 -0.012 0.021 0.115
H 3.503465 3.264803 -0.590402 -0.030 0.031 -0.003 0.120
H -0.337632 -0.556182 2.497412 0.035 -0.130 -0.162 0.089
F -0.486958 -1.749511 -2.180795 -0.052 -0.028 -0.008 0.097
C 2.190302 0.262690 3.626682 0.001 0.041 0.008 -0.021
```
Forces are in eV/Å.

C20H18N3O5RuS3 | ωB97M-V with the def2-TZVPD basis set

Computed properties:
- <S²>: 0.758
- Molar mass: 577.651 g/mol
- HOMO (alpha / beta): -13.2 / -13.3 eV
- Total charge: +2
- LUMO (alpha / beta): -6.56 / -6.83 eV
- Total energy: -2602.4338 hartree
- Multiplicity: 2

The geometry in XYZ format:
```
50
Properties=species:S:1:pos:R:3:forces:R:3:lowdin_charge:R:1
C 3.491185 -3.416932 1.637833 -0.040 0.012 0.038 -0.020
N -1.281352 0.746492 2.102770 0.201 -0.119 0.070 0.117
H -4.385751 -0.068170 3.131845 -0.003 0.005 0.002 0.131
N 2.266578 -2.870605 1.483174 -0.016 -0.015 -0.045 0.072
S 2.128768 1.200523 -0.568987 -0.108 -0.037 0.134 0.703
O -4.203659 -0.370854 0.389567 -0.007 -0.013 -0.058 0.225
C 0.691960 1.387731 3.225226 0.112 -0.077 -0.271 -0.464
O -2.158197 0.042321 -0.226634 -0.391 -0.133 -0.070 -0.058
O 1.321221 1.123402 2.230889 0.346 0.118 0.481 0.006
H 5.383434 -3.763534 0.740937 0.003 -0.004 0.002 0.129
C -3.360499 0.274695 3.183096 -0.012 0.001 -0.051 0.049
C -1.506119 1.059534 4.461781 0.022 0.029 0.012 0.063
Ru -0.112541 0.535332 -0.000254 -0.224 -0.494 -1.145 0.982
O -0.605716 2.633532 -0.337416 0.125 -0.127 0.103 -0.241
H 1.591764 -2.947181 2.235447 0.018 0.000 0.015 0.152
C -1.203083 -0.494829 -5.755653 -0.018 -0.004 0.035 -0.053
S 0.178028 -1.759190 0.331050 -0.293 0.415 0.300 0.701
C -2.980668 -0.014331 0.675295 0.107 0.122 0.045 -0.413
C 1.845766 -2.243912 0.362822 0.282 -0.031 -0.206 -0.641
C 1.436397 0.854275 -2.101580 0.304 0.117 0.084 -1.071
H -4.804140 -0.366249 1.145767 -0.046 -0.007 0.058 0.136
H 0.118747 4.583856 -0.402672 -0.017 -0.008 -0.006 0.103
H -3.018204 -1.194131 -4.847894 0.000 0.002 -0.017 0.116
C -1.648616 -0.503453 -3.371984 0.037 0.017 -0.028 -0.006
H -2.296570 -0.722583 -2.537496 0.005 0.011 0.029 0.099
H 3.681508 -3.905670 2.581759 0.007 0.002 0.003 0.146
C -0.385055 0.046012 -3.171378 -0.275 -0.217 -0.262 -0.280
H -1.041526 1.350957 5.392900 0.003 -0.003 0.001 0.140
H 0.711145 0.242708 -6.399934 0.001 0.003 -0.009 0.121
O 1.170227 1.932707 4.326156 -0.101 0.028 0.138 0.179
H -0.586639 4.085834 1.162136 0.007 0.001 0.009 0.094
C 0.056734 0.038972 -5.563816 -0.006 -0.001 0.043 -0.063
C -2.826914 0.650140 4.406719 -0.007 0.001 0.030 0.021
N 0.216926 0.382529 -1.968884 0.013 0.155 0.605 -0.188
S 1.990009 0.943615 -3.717844 0.152 0.076 -0.025 1.122
H -3.430439 0.611832 5.302920 -0.003 0.003 0.002 0.136
C 4.401637 -3.331047 0.623275 0.008 0.015 -0.046 -0.008
C -2.554999 0.344904 2.058035 0.058 0.092 0.072 -0.155
C 0.456015 0.302089 -4.258911 -0.018 -0.016 0.044 -0.439
C 0.013627 3.768833 0.309796 -0.012 0.059 -0.006 -0.074
C -2.041444 -0.765850 -4.669706 0.002 -0.004 -0.035 -0.051
H 0.997059 3.440610 0.627939 -0.011 0.022 0.014 0.048
H -1.443629 2.884517 -0.738647 -0.051 -0.033 -0.026 0.118
H -1.542436 -0.710004 -6.759132 0.001 -0.001 -0.004 0.119
C 4.017536 -2.692909 -0.558890 0.054 -0.031 0.036 0.011
H 2.122703 2.095084 4.234668 0.039 -0.004 -0.032 0.160
C -0.769328 1.074120 3.285646 -0.133 -0.010 -0.078 -0.144
H 4.712788 -2.631644 -1.385576 0.004 0.004 -0.001 0.134
C 2.751999 -2.161587 -0.691759 -0.107 0.068 0.032 -0.069
H 2.433761 -1.702492 -1.614401 -0.010 0.014 -0.015 0.102
```
Forces are in eV/Å.

C20H19AlNO5S | ωB97M-V with the def2-TZVPD basis set

Computed properties:
- Molar mass: 412.423 g/mol
- HOMO: -3.3 eV
- Total charge: -1
- LUMO: 2.59 eV
- Total energy: -1845.2367 hartree

The geometry in XYZ format:
```
47
Properties=species:S:1:pos:R:3:forces:R:3:lowdin_charge:R:1
H -2.013978 6.075273 -1.796035 -0.007 -0.018 0.000 0.084
C 2.204196 -0.396160 0.984456 0.011 0.100 -0.097 -0.127
H 4.145011 -0.751107 0.065755 0.013 0.019 -0.001 0.118
H -0.663672 2.062256 -2.476846 0.021 0.003 -0.011 0.097
S 0.816673 -5.371315 -1.038136 0.002 -0.189 -0.015 0.469
C -1.025062 -0.278517 4.051829 -0.041 -0.026 -0.064 -0.126
H -0.818479 -0.725317 -4.327808 -0.034 0.054 -0.074 0.024
H -0.218140 1.669100 4.450498 -0.012 0.011 -0.017 0.092
N -0.329734 -1.595799 -4.104251 0.008 -0.179 0.024 0.034
C -1.243893 1.024101 -0.054905 0.017 -0.057 0.078 -0.194
O -0.063259 -4.187832 -0.491444 -0.030 -0.158 0.106 -0.227
H 2.648455 -0.274539 1.970733 -0.005 0.020 0.001 0.124
O 1.776866 -2.010352 -0.666834 0.006 0.018 -0.329 -0.151
C -0.340055 -1.756817 -2.818892 0.188 0.402 0.771 -0.405
H 0.648850 -1.934175 1.079169 -0.065 -0.004 -0.004 0.113
C 3.211073 -0.232775 -0.160219 -0.050 -0.022 0.095 -0.134
C -0.623720 1.003202 3.696478 -0.002 0.029 -0.110 -0.111
H -0.351033 2.427391 2.129402 -0.019 0.056 -0.014 0.105
H -0.960647 -0.614912 5.079211 0.015 -0.006 -0.018 0.086
C 2.495051 -0.906578 -1.310414 -0.061 0.058 0.132 -0.109
C -0.817231 -0.829943 -1.847573 -0.268 0.065 -0.690 -0.059
H 3.144619 -1.337004 -2.069745 0.011 -0.058 0.030 0.139
Al 0.594600 -3.050346 -1.698165 -0.020 0.279 -0.227 0.199
C -1.614010 -0.680926 1.743707 0.036 -0.005 -0.020 -0.056
H -2.391737 3.130888 1.287054 0.024 0.004 0.051 0.099
H 1.385359 0.318065 0.873513 0.048 -0.026 0.021 0.106
C -1.517346 -1.117411 3.056641 0.029 0.032 -0.026 -0.105
C -1.098794 2.799712 -1.813693 0.018 0.025 0.044 -0.047
C 1.684706 -1.803164 0.783800 0.005 -0.005 -0.004 -0.083
H -2.000806 -1.349204 0.981756 -0.007 0.013 0.028 0.113
C -1.213752 0.613113 1.358615 0.012 0.083 -0.118 -0.209
C -2.239606 4.689123 -0.160132 0.008 -0.052 0.049 -0.116
H -2.708496 5.415327 0.494901 0.002 -0.016 0.014 0.091
H -1.832487 -2.124860 3.306054 -0.005 0.026 -0.022 0.098
C -0.712635 1.439334 2.380977 -0.008 -0.040 0.099 -0.073
C -1.301905 4.092867 -2.267730 -0.004 -0.060 0.028 -0.114
O 1.549916 -4.506364 -2.122181 -0.026 -0.223 0.036 -0.230
C -1.446418 2.403198 -0.505546 -0.058 -0.011 0.009 -0.185
C -2.042667 3.394163 0.297952 -0.004 -0.004 -0.035 -0.060
O -0.016387 -6.352343 -1.665840 0.141 0.004 0.137 -0.278
O 1.740594 -5.812301 -0.032730 -0.098 0.083 -0.105 -0.288
C -1.864496 5.062174 -1.443712 0.031 -0.073 -0.009 -0.135
H 2.305143 -2.566855 1.247715 0.030 -0.052 -0.004 0.141
H 1.754081 -0.253508 -1.772818 -0.035 -0.030 0.021 0.123
C -1.047250 0.042930 -1.006179 0.159 -0.061 0.219 -0.048
H 3.427023 0.809621 -0.386695 0.017 0.005 0.014 0.121
H -1.014519 4.348588 -3.281691 0.007 -0.016 0.005 0.092
```
Forces are in eV/Å.